Record 1
{
  "formula": "C5H6O",
  "method": "wB97M-V/def2-TZVPD",
  "total_charge": 0,
  "smiles": "Cc1ccco1",
  "homo_lumo_gap_ev": 9.753,
  "homo_ev": -8.8,
  "e_lumo_ev": 0.979,
  "spin_multiplicity": 1,
  "elements": ["O", "C", "C", "C", "C", "C", "H", "H", "H", "H", "H", "H"],
  "positions_angstrom": [[-0.889, 0.647, -0.460], [1.063, 1.314, 0.789], [0.300, 0.243, 0.105], [-1.409, -0.462, -1.003], [0.480, -1.084, -0.061], [-0.677, -1.604, -0.793], [-1.643, -1.814, -0.221], [1.363, -1.627, 0.261], [2.015, 0.918, 1.148], [0.500, 1.702, 1.646], [-2.357, -0.379, -1.517], [1.253, 2.146, 0.106]],
  "mulliken_charge": [-0.327, -1.069, 0.538, -0.087, -0.354, -0.533, 0.127, 0.387, 0.299, 0.267, 0.464, 0.288]
}

***

Record 2
{
  "formula": "C5H6O",
  "method": "wB97M-V/def2-TZVPD",
  "total_charge": 0,
  "smiles": "CC(C)=C=C=O",
  "homo_lumo_gap_ev": 8.783,
  "homo_ev": -8.9,
  "e_lumo_ev": -0.069,
  "spin_multiplicity": 1,
  "elements": ["O", "C", "C", "C", "C", "C", "H", "H", "H", "H", "H", "H"],
  "positions_angstrom": [[1.949, -2.805, -0.315], [1.060, -2.048, -0.345], [-1.582, 0.607, -0.281], [-0.248, -0.060, -0.106], [0.913, 0.703, 0.500], [-0.042, -1.343, -0.452], [1.239, 0.164, 1.396], [0.734, 1.744, 0.777], [-1.500, 1.480, -0.941], [-2.312, -0.088, -0.702], [1.741, 0.668, -0.215], [-1.952, 0.979, 0.684]],
  "mulliken_charge": [-0.404, 0.738, -1.273, 1.020, -1.212, -0.851, 0.337, 0.324, 0.320, 0.339, 0.340, 0.324]
}

***

Record 3
{
  "formula": "C5H6O",
  "method": "wB97M-V/def2-TZVPD",
  "total_charge": 0,
  "smiles": "C[C@@H]1C=C=CO1",
  "homo_lumo_gap_ev": [7.756, 7.758],
  "homo_ev": [-8.5, -8.5],
  "e_lumo_ev": [-0.707, -0.706],
  "spin_multiplicity": 1,
  "elements": ["O", "C", "C", "C", "C", "C", "H", "H", "H", "H", "H", "H"],
  "positions_angstrom": [[0.304, -0.538, -1.178], [1.520, -0.048, -0.704], [0.581, -0.819, 0.972], [-0.549, -0.467, 0.041], [1.743, -0.208, 0.634], [-1.148, 0.943, 0.070], [-1.337, -1.235, 0.036], [2.170, 0.295, -1.504], [-1.735, 1.117, 0.979], [-0.339, 1.683, 0.020], [-1.799, 1.080, -0.803], [0.588, -1.802, 1.436]],
  "mulliken_charge": [-0.397, -0.222, -0.133, 0.401, -0.435, -1.151, 0.300, 0.360, 0.332, 0.309, 0.308, 0.327]
}

***

Record 4
{
  "formula": "C5H6O",
  "method": "wB97M-V/def2-TZVPD",
  "total_charge": 0,
  "smiles": "CCC#CC=O",
  "homo_lumo_gap_ev": 10.691,
  "homo_ev": -10.3,
  "e_lumo_ev": 0.356,
  "spin_multiplicity": 1,
  "elements": ["O", "C", "C", "C", "C", "C", "H", "H", "H", "H", "H", "H"],
  "positions_angstrom": [[-1.146, 0.811, 3.304], [-0.288, 0.521, -0.040], [-0.786, 0.911, 0.990], [-1.309, 1.391, 2.254], [0.365, -0.002, -1.241], [0.947, -1.402, -1.012], [1.422, -1.771, -1.926], [1.695, -1.383, -0.215], [1.159, 0.697, -1.532], [-1.865, 2.346, 2.206], [-0.354, -0.015, -2.068], [0.160, -2.104, -0.721]],
  "mulliken_charge": [-0.430, 0.450, 0.195, -0.373, -0.519, -1.093, 0.335, 0.309, 0.264, 0.266, 0.288, 0.310]
}

***

Record 5
{
  "formula": "C5H6O",
  "method": "wB97M-V/def2-TZVPD",
  "total_charge": 0,
  "smiles": "C#CC(=C)OC",
  "homo_lumo_gap_ev": 9.855,
  "homo_ev": -8.8,
  "e_lumo_ev": 1.009,
  "spin_multiplicity": 1,
  "elements": ["O", "C", "C", "C", "C", "C", "H", "H", "H", "H", "H", "H"],
  "positions_angstrom": [[-0.137, -0.169, -1.028], [0.338, 0.128, 0.208], [1.752, -0.142, 0.318], [-0.338, 0.622, 1.251], [2.933, -0.330, 0.459], [-1.539, -0.203, -1.240], [0.177, 0.757, 2.193], [-1.782, -1.184, -1.656], [-1.817, 0.578, -1.954], [3.980, -0.495, 0.591], [-2.110, -0.068, -0.320], [-1.381, 0.903, 1.203]],
  "mulliken_charge": [-0.309, 0.425, -0.597, -0.990, 0.368, -0.656, 0.285, 0.221, 0.228, 0.425, 0.320, 0.280]
}

***

Record 6
{
  "formula": "C5H6O2",
  "method": "wB97M-V/def2-TZVPD",
  "total_charge": 0,
  "smiles": "O=CC1(C=O)CC1",
  "homo_lumo_gap_ev": 10.192,
  "homo_ev": -9.7,
  "e_lumo_ev": 0.462,
  "spin_multiplicity": 1,
  "elements": ["O", "O", "C", "C", "C", "C", "C", "H", "H", "H", "H", "H", "H"],
  "positions_angstrom": [[-1.113, -0.370, 2.130], [-1.798, 0.773, -1.536], [-1.226, -0.034, 0.977], [-0.151, -0.099, -0.090], [1.069, 0.712, 0.348], [-0.865, 0.011, -1.402], [1.203, -0.744, 0.079], [1.513, 1.441, -0.322], [1.355, -1.420, 0.915], [1.029, 1.009, 1.394], [-2.121, 0.455, 0.535], [1.743, -1.006, -0.833], [-0.637, -0.729, -2.194]],
  "mulliken_charge": [-0.494, -0.471, -0.280, 0.863, -0.637, -0.196, -0.555, 0.249, 0.237, 0.248, 0.409, 0.293, 0.334]
}

***

In order of appearance, E_tot = -269.2542 -269.2847 -269.1852 -269.2815 -269.2465 -344.5393 Eh.
In order of appearance, ΔE to the lowest compared entry with this formula, charge and spin = 57.7 38.6 101.0 40.6 62.6 39.3 kcal per mole.